ORCA calculation (ωB97M-V/def2-TZVPD) on a molecular structure, C13H35IO9S2.

The electronic energy is -2287.432491 hartree. The gap between HOMO and LUMO comes out at 9.33 eV. As for the highest occupied orbital energy: -9.04 eV.

Each line ends with the natural charge from an NBO analysis.
Positions of all 60 atoms, in Å:
C 0.225 -3.079 1.347  -0.632
C 1.281 -2.356 0.505  -0.453
C 0.832 -1.598 -0.744  -0.289
I -0.265 -2.861 -2.096  0.095
C 0.127 -0.243 -0.536  -0.013
O 1.211 0.752 -0.638  -0.698
S 0.598 2.086 -0.049  2.574
O 1.601 3.027 0.277  -0.904
O -0.469 2.557 -0.866  -0.937
O -0.018 1.383 1.216  -0.707
C -0.544 0.041 0.814  0.091
C -2.056 0.157 0.836  -0.449
C -2.838 -1.140 0.550  -0.418
C -3.771 -1.102 -0.669  -0.507
S -3.025 -0.374 -2.162  -0.075
H -0.132 -2.479 2.185  0.195
H -0.628 -3.440 0.774  0.210
H 0.703 -3.953 1.790  0.247
H 2.013 -3.096 0.183  0.239
H 1.819 -1.642 1.137  0.218
H 1.730 -1.357 -1.308  0.248
H -0.525 -0.049 -1.386  0.248
H -0.153 -0.578 1.614  0.215
H -2.280 0.489 1.851  0.224
H -2.363 0.955 0.162  0.248
H -2.188 -2.014 0.493  0.211
H -3.502 -1.315 1.399  0.225
H -4.064 -2.119 -0.917  0.226
H -4.688 -0.566 -0.439  0.228
H -4.039 0.390 -2.584  0.133
C 2.890 -3.280 4.339  -0.247
O 2.874 -3.858 3.041  -0.732
H 1.858 -3.073 4.613  0.180
H 3.316 -3.964 5.078  0.165
H 3.452 -2.342 4.351  0.164
H 3.781 -4.037 2.779  0.474
C 0.093 6.469 -0.542  -0.246
O 0.147 6.290 0.867  -0.727
H -0.131 7.515 -0.736  0.176
H 1.052 6.217 -1.000  0.160
H -0.692 5.847 -0.982  0.167
H 0.350 5.363 1.023  0.469
C -7.051 -3.416 -1.568  -0.249
O -6.727 -2.512 -0.516  -0.728
H -6.163 -4.010 -1.766  0.184
H -7.865 -4.087 -1.281  0.165
H -7.327 -2.883 -2.481  0.165
H -7.507 -1.982 -0.331  0.465
C 3.167 5.729 -3.103  -0.249
O 3.418 5.199 -4.401  -0.723
H 3.943 6.461 -2.896  0.182
H 2.193 6.223 -3.061  0.161
H 3.206 4.945 -2.342  0.167
H 2.736 4.551 -4.591  0.462
C 4.896 -0.980 0.459  -0.248
O 5.019 -2.397 0.565  -0.731
H 3.846 -0.735 0.594  0.180
H 5.478 -0.475 1.233  0.167
H 5.215 -0.629 -0.525  0.169
H 5.943 -2.624 0.438  0.465

=====

ORCA calculation (ωB97M-V/def2-TZVPD) on a molecular structure, C13H35InO14P3.

The electronic energy is -2782.723158 hartree. Its charge is +3. The gap between HOMO and LUMO comes out at 8.00 eV. As for the highest occupied orbital energy: -18.30 eV.

Each line ends with the Löwdin charge.
Positions of all 66 atoms, in Å:
In 0.200 0.822 1.226  0.915
C 3.204 0.018 -2.193  -0.086
O 3.236 -1.040 -1.288  -0.142
P 1.912 -1.424 -0.441  0.673
O 1.440 -0.343 0.499  -0.257
O 2.273 -2.834 0.259  -0.153
C 1.533 -3.322 1.384  -0.039
O 0.814 -1.811 -1.586  -0.342
C 1.091 -2.819 -2.508  -0.056
H 3.633 -0.237 -3.162  0.124
H 3.678 0.931 -1.832  0.076
H 2.187 0.244 -2.513  0.096
H 1.662 -2.643 2.227  0.100
H 2.004 -4.220 1.783  0.120
H 0.534 -3.587 1.038  0.076
H 1.439 -2.515 -3.495  0.128
H 0.121 -3.302 -2.623  0.062
H 1.798 -3.543 -2.102  0.128
C -2.512 -2.499 2.147  -0.034
O -2.717 -2.268 0.751  -0.220
P -1.515 -1.529 -0.079  0.691
O -0.843 -0.377 0.580  -0.241
O -2.294 -1.132 -1.485  -0.233
C -1.500 -0.510 -2.517  -0.015
O -0.451 -2.708 -0.485  -0.308
C -1.005 -3.878 -1.011  -0.070
H -1.493 -2.317 2.489  0.082
H -2.552 -3.562 2.385  0.122
H -3.141 -1.888 2.794  0.118
H -1.924 0.428 -2.873  0.115
H -1.518 -1.194 -3.366  0.120
H -0.468 -0.383 -2.190  0.072
H -0.652 -4.772 -0.497  0.130
H -0.594 -4.104 -1.995  0.079
H -2.092 -3.920 -1.076  0.124
C -1.980 4.094 -0.600  -0.093
O -2.950 3.620 0.305  -0.152
P -2.776 2.063 0.754  0.603
O -1.362 1.697 0.885  -0.204
O -3.622 1.960 2.129  -0.197
C -5.035 2.349 2.162  -0.020
O -3.661 1.181 -0.313  -0.143
C -3.908 -0.198 -0.035  -0.091
H -1.542 3.377 -1.293  0.089
H -1.191 4.546 0.001  0.100
H -2.383 4.894 -1.222  0.118
H -5.572 1.454 2.476  0.102
H -5.370 2.693 1.184  0.101
H -5.244 3.104 2.919  0.111
H -3.115 -0.687 0.530  0.009
H -3.890 -0.788 -0.951  0.108
H -4.827 -0.361 0.528  0.133
O 1.919 1.168 1.455  -0.058
C 3.089 1.591 1.733  -0.279
O 3.818 2.561 1.113  0.070
C 3.392 2.958 -0.192  -0.182
C 4.556 3.773 -0.785  -0.018
C 3.839 1.030 2.898  0.085
H 2.457 3.514 -0.125  0.135
H 3.271 2.036 -0.761  0.073
H 5.539 3.330 -0.622  0.098
H 4.595 4.753 -0.310  0.095
H 4.475 3.923 -1.862  0.096
H 3.777 1.712 3.747  0.129
H 4.882 0.752 2.743  0.126
H 3.333 0.136 3.263  0.101

=====

ORCA calculation (ωB97M-V/def2-TZVPD) on 10 unconnected molecules or ions with the total composition C13H35N9O19.

The electronic energy is -2437.777230 hartree. Its SMILES is C[N+](=O)[O-].C[N+](=O)[O-].C[N+](=O)[O-].C[N+](=O)[O-].C[N+](=O)[O-].C[N+](=O)[O-].C[N+](=O)[O-].C[N+](=O)[O-].C[N+](=O)[O-].C1CCOC1. The gap between HOMO and LUMO comes out at 9.45 eV. As for the highest occupied orbital energy: -9.69 eV.

Each line ends with the Löwdin charge.
Positions of all 76 atoms, in Å:
C -0.298 5.211 1.364  0.057
N -1.697 4.816 1.180  -0.460
O -2.517 5.064 1.996  0.095
O -1.901 4.128 0.217  0.048
H -0.317 6.071 2.007  0.103
H 0.208 5.353 0.435  0.091
H 0.142 4.365 1.856  0.059
C 3.915 -0.249 -2.953  0.015
N 4.413 -1.599 -3.296  -0.428
O 4.629 -2.384 -2.410  0.064
O 4.458 -1.930 -4.502  0.033
H 3.215 0.016 -3.764  0.094
H 4.776 0.462 -2.912  0.121
H 3.387 -0.271 -2.003  0.061
C -3.393 -0.037 -3.075  0.087
N -3.083 1.443 -2.713  -0.446
O -2.372 1.623 -1.756  0.031
O -3.500 2.280 -3.450  0.087
H -4.331 -0.200 -2.454  0.116
H -2.579 -0.680 -2.780  0.063
H -3.549 0.135 -4.114  0.077
C 0.494 -3.578 -3.212  0.092
N 0.456 -2.121 -2.775  -0.403
O -0.290 -1.790 -1.885  0.056
O 1.349 -1.462 -3.261  0.053
H -0.534 -3.803 -3.059  0.086
H 1.136 -4.075 -2.501  0.086
H 0.858 -3.683 -4.225  0.101
C -4.844 2.904 0.972  0.041
N -5.127 1.509 0.502  -0.410
O -5.719 1.390 -0.604  0.014
O -4.952 0.567 1.242  0.057
H -3.728 2.923 0.976  0.071
H -5.254 3.204 1.943  0.105
H -5.233 3.555 0.156  0.112
C 2.859 1.696 2.368  0.088
N 1.876 2.221 3.470  -0.386
O 1.123 3.188 3.233  0.003
O 1.858 1.645 4.556  0.055
H 2.365 1.714 1.356  0.071
H 3.236 0.753 2.697  0.080
H 3.602 2.453 2.508  0.090
C -1.483 0.659 3.808  0.080
N -0.632 0.612 2.555  -0.390
O 0.426 -0.021 2.551  0.045
O -1.130 1.198 1.600  0.038
H -2.017 1.566 3.837  0.079
H -0.882 0.538 4.684  0.089
H -2.218 -0.132 3.591  0.110
C -2.440 -1.822 0.265  0.049
N -2.868 -2.916 1.198  -0.418
O -2.361 -2.967 2.301  0.059
O -3.785 -3.626 0.804  0.059
H -2.139 -2.218 -0.664  0.056
H -1.666 -1.212 0.695  0.072
H -3.346 -1.272 0.121  0.079
C 0.561 2.383 -1.413  0.052
N 1.815 1.866 -0.880  -0.446
O 2.796 2.582 -0.998  0.058
O 1.833 0.745 -0.387  0.022
H 0.581 3.454 -1.169  0.099
H -0.265 1.814 -1.013  0.062
H 0.704 2.174 -2.495  0.128
C 2.813 -2.502 0.897  -0.181
C 3.652 -3.717 0.531  -0.152
C 2.561 -4.761 0.163  -0.183
O 1.275 -4.103 0.312  -0.177
C 1.502 -3.078 1.327  -0.203
H 2.548 -1.831 0.027  0.108
H 3.248 -1.762 1.664  0.132
H 4.174 -4.122 1.436  0.118
H 4.446 -3.609 -0.212  0.088
H 2.586 -5.607 0.852  0.110
H 2.614 -5.184 -0.812  0.093
H 1.337 -3.554 2.318  0.133
H 0.622 -2.402 1.179  0.107

=====

ORCA calculation (ωB97M-V/def2-TZVPD) on 7 unconnected molecules or ions with the total composition C13H36F3O9S7.

The electronic energy is -4280.777196 hartree. Its charge is -1. The gap between HOMO and LUMO comes out at 8.19 eV. As for the highest occupied orbital energy: -6.32 eV.

Each line ends with the natural charge from an NBO analysis.
Positions of all 68 atoms, in Å:
C -0.764 0.338 0.042  0.735
F -0.261 0.094 -1.159  -0.330
F -0.671 1.663 0.280  -0.328
F -2.003 -0.200 0.212  -0.325
S 0.398 -0.509 1.363  2.256
O 0.160 -1.994 1.221  -0.983
O 1.790 -0.234 1.040  -1.022
O -0.032 0.132 2.616  -0.985
C -4.273 -2.299 -1.210  -0.834
S -5.142 -1.483 0.198  1.236
O -6.095 -0.387 -0.176  -0.965
C -6.342 -2.826 0.681  -0.824
H -5.103 -2.597 -1.850  0.215
H -3.855 -3.246 -0.868  0.240
H -3.496 -1.796 -1.787  0.241
H -6.915 -2.517 1.556  0.243
H -5.995 -3.833 0.916  0.226
H -7.007 -3.095 -0.139  0.220
C 4.735 -2.229 1.087  -0.786
S 4.809 -2.753 2.838  1.176
O 4.670 -4.314 2.734  -0.962
C 6.588 -2.329 3.100  -0.829
H 5.443 -2.900 0.600  0.222
H 5.081 -1.196 1.142  0.213
H 3.752 -2.206 0.617  0.276
H 7.042 -3.122 3.696  0.244
H 6.865 -1.393 3.585  0.233
H 7.076 -2.389 2.128  0.217
C -2.140 3.141 -2.677  -0.831
S -4.017 3.001 -2.665  1.206
O -4.580 4.177 -3.460  -0.971
C -4.107 1.623 -3.984  -0.775
H -1.644 3.470 -3.590  0.228
H -1.634 2.224 -2.375  0.230
H -1.800 3.898 -1.970  0.239
H -3.678 2.119 -4.855  0.227
H -5.094 1.198 -4.161  0.237
H -3.380 0.867 -3.686  0.209
C 1.603 3.418 3.971  -0.815
S 2.865 2.644 5.013  1.194
O 2.225 2.683 6.367  -1.006
C 2.471 0.948 4.327  -0.790
H 1.478 4.487 4.144  0.238
H 0.668 2.893 4.167  0.235
H 1.815 3.239 2.917  0.230
H 2.618 0.976 3.247  0.232
H 1.430 0.798 4.614  0.252
H 3.097 0.201 4.814  0.218
C -0.424 -2.567 -2.476  -0.776
S -0.514 -4.481 -2.529  1.178
O 0.924 -4.970 -2.836  -0.939
C -1.612 -4.722 -3.990  -0.865
H 0.552 -2.238 -2.121  0.266
H -1.314 -2.076 -2.083  0.222
H -0.396 -2.211 -3.506  0.207
H -2.446 -4.047 -4.184  0.233
H -2.329 -5.523 -3.811  0.231
H -1.179 -4.888 -4.976  0.242
C 1.890 5.038 -1.133  -0.799
S 2.908 4.298 0.224  1.178
O 2.164 5.052 1.337  -1.000
C 2.175 2.597 0.306  -0.836
H 1.789 6.117 -1.011  0.246
H 0.847 4.774 -0.964  0.234
H 2.291 4.762 -2.109  0.207
H 1.245 2.665 0.870  0.261
H 2.696 1.960 1.020  0.265
H 2.085 2.077 -0.648  0.238